1.
Computed, not measured: the ion C5H15N2 with charge +1, with ωB97M-V/def2-TZVPD.

Summary:
Frontier orbital gap ... 10.8 eV
E_tot ... -308.76472 a.u.
Energy above the lowest of the compared OMol25 structures with the same formula, charge and spin ... 73.4 kJ/mol
Charge ... +1
Largest force on an atom ... 1.47 eV/A
Multiplicity ... 1
Structure (SMILES) ... C[C@H](N)C[NH+](C)C
HOMO ... -13.8 eV

```
22
Properties=species:S:1:pos:R:3:forces:R:3
C 1.2199 -1.3525 1.9164 -0.1424 -0.7753 -1.2350
C 0.6387 -0.9914 0.5314 0.4507 0.8737 0.7486
N 1.6425 -0.8971 -0.5383 -0.0714 0.0881 0.3909
C -0.0117 0.3760 0.6645 -1.2727 -0.2193 0.2040
N -0.6354 0.9287 -0.6158 0.4242 0.3399 -0.0417
C -1.7227 1.8942 -0.2745 0.2532 0.1347 -0.3704
C -1.0924 -0.0514 -1.6546 0.4261 -0.3706 0.2894
H 0.4282 -1.7528 2.5370 -0.1020 0.5230 0.6223
H 1.8179 -0.5381 2.3173 -0.1390 -0.0698 0.3678
H 1.8510 -2.2231 1.7431 0.3322 0.0730 0.1198
H -0.1753 -1.6983 0.3486 0.3808 -0.1863 -0.5725
H 2.2147 -1.7332 -0.5563 -0.1407 -0.2398 -0.1832
H 2.3067 -0.1756 -0.2509 -0.0898 -0.0456 -0.1508
H 0.6404 1.1600 1.0466 0.2683 -0.0725 -0.1421
H -0.8463 0.3104 1.3740 0.2430 -0.0955 -0.0707
H 0.1090 1.4795 -1.0367 0.0583 -0.1522 -0.2468
H -2.3850 1.3951 0.4154 -0.2982 0.0824 0.1083
H -2.2355 2.2011 -1.1789 -0.1279 -0.1819 -0.1289
H -1.2818 2.7872 0.1448 0.0760 0.0689 0.4312
H -0.9678 0.4046 -2.6285 -0.2922 0.1988 -0.0823
H -0.4408 -0.9170 -1.6285 -0.0386 0.0261 -0.0132
H -2.1168 -0.3268 -1.4474 -0.1977 0.0001 -0.0445
```
Forces are in eV/Å.

2.
Computed, not measured: a cluster of 2 separate species, C5H15N2 in total, with ωB97M-V/def2-TZVPD.

Summary:
Frontier orbital gap ... 10.4 eV
E_tot ... -308.75287 a.u.
Energy above the lowest of the compared OMol25 structures with the same formula, charge and spin ... 104.5 kJ/mol
Charge ... +1
Largest force on an atom ... 3.45 eV/A
Multiplicity ... 1
HOMO ... -13.8 eV

```
22
Properties=species:S:1:pos:R:3:forces:R:3
C -2.7588 1.2033 -0.1339 0.6943 -1.2232 0.6270
C 3.0421 0.8693 -0.1479 0.0855 0.9901 -0.6223
C 1.9345 -1.5174 -0.3591 1.5808 0.6149 -2.5198
C -2.4491 -0.3153 -0.0624 -2.4163 0.7162 1.5876
C 1.8839 -0.0609 -0.0234 -0.2017 -0.5625 -0.9672
N 0.7656 0.4148 0.3337 0.3366 1.8965 1.0699
N -1.4645 -0.6215 0.9594 1.5633 -1.6229 -2.6110
H -3.1484 1.4036 -1.1309 -0.3079 0.4101 0.3942
H -3.3830 1.4707 0.7181 -0.4878 0.1767 -0.4577
H -1.8371 1.7512 0.0400 0.2420 0.2535 -0.4058
H 3.9280 0.3396 0.2184 0.0516 0.6891 0.3319
H 2.7905 1.9268 0.2662 0.7892 -2.0504 -0.2596
H 3.2734 1.0667 -1.2345 -0.4341 -0.4632 0.8564
H 1.0310 -2.0320 -0.5593 -1.3770 0.1237 0.0361
H 2.4025 -2.0581 0.4099 0.9641 -0.5955 1.1784
H 2.5342 -1.6927 -1.3034 -0.3270 0.3222 1.1212
H -2.1022 -0.6273 -0.9992 0.7437 -0.6709 -1.3214
H -3.4092 -0.8588 0.1456 0.7761 0.3735 -0.3239
H 0.8725 1.3459 0.7488 -0.4698 -0.0189 -0.5479
H -0.2477 -0.0382 0.5097 -0.0143 -0.4094 0.0362
H -1.4784 -0.1786 1.8238 -0.7006 0.2674 1.9365
H -1.0345 -1.5633 0.8825 -1.0907 0.7830 0.8610
```
Forces are in eV/Å.

Please write out number 2 again, unchanged.
Computed, not measured: a cluster of 2 separate species, C5H15N2 in total, with ωB97M-V/def2-TZVPD.

Summary:
Frontier orbital gap ... 10.4 eV
E_tot ... -308.75287 a.u.
Energy above the lowest of the compared OMol25 structures with the same formula, charge and spin ... 104.5 kJ/mol
Charge ... +1
Largest force on an atom ... 3.45 eV/A
Multiplicity ... 1
HOMO ... -13.8 eV

```
22
Properties=species:S:1:pos:R:3:forces:R:3
C -2.7588 1.2033 -0.1339 0.6943 -1.2232 0.6270
C 3.0421 0.8693 -0.1479 0.0855 0.9901 -0.6223
C 1.9345 -1.5174 -0.3591 1.5808 0.6149 -2.5198
C -2.4491 -0.3153 -0.0624 -2.4163 0.7162 1.5876
C 1.8839 -0.0609 -0.0234 -0.2017 -0.5625 -0.9672
N 0.7656 0.4148 0.3337 0.3366 1.8965 1.0699
N -1.4645 -0.6215 0.9594 1.5633 -1.6229 -2.6110
H -3.1484 1.4036 -1.1309 -0.3079 0.4101 0.3942
H -3.3830 1.4707 0.7181 -0.4878 0.1767 -0.4577
H -1.8371 1.7512 0.0400 0.2420 0.2535 -0.4058
H 3.9280 0.3396 0.2184 0.0516 0.6891 0.3319
H 2.7905 1.9268 0.2662 0.7892 -2.0504 -0.2596
H 3.2734 1.0667 -1.2345 -0.4341 -0.4632 0.8564
H 1.0310 -2.0320 -0.5593 -1.3770 0.1237 0.0361
H 2.4025 -2.0581 0.4099 0.9641 -0.5955 1.1784
H 2.5342 -1.6927 -1.3034 -0.3270 0.3222 1.1212
H -2.1022 -0.6273 -0.9992 0.7437 -0.6709 -1.3214
H -3.4092 -0.8588 0.1456 0.7761 0.3735 -0.3239
H 0.8725 1.3459 0.7488 -0.4698 -0.0189 -0.5479
H -0.2477 -0.0382 0.5097 -0.0143 -0.4094 0.0362
H -1.4784 -0.1786 1.8238 -0.7006 0.2674 1.9365
H -1.0345 -1.5633 0.8825 -1.0907 0.7830 0.8610
```
Forces are in eV/Å.

- E_tot of number 2 (C5H15N2)?
  -308.75287 a.u.